A molecular structure, C24H17N7O2Re at a distorted geometry, computed with wB97M-V/def2-TZVPD.

- total energy (eV) = -41801.7463
- charge = +2
- HOMO level (alpha / beta) (eV) = -14.51 / -14.62
- ⟨S²⟩ = 3.793
- 2S+1 = 4
- lowest unoccupied orbital energy (alpha / beta) (eV) = -8.62 / -8.14
- max |F| (eV/Å) = 2.3

Atoms and positions in Å:
Re -1.02 0.00 -0.64
C -2.06 -3.86 -1.98
C -1.58 -4.70 -0.97
C -1.26 -4.16 0.26
C -1.38 -2.78 0.48
N -1.72 -1.95 -0.57
C -2.12 -2.52 -1.74
N -1.20 -2.35 1.75
C -1.18 -1.13 2.16
N -1.18 0.00 1.34
C -1.18 1.13 2.16
N -1.21 2.35 1.75
C -1.39 2.79 0.48
C -1.27 4.17 0.26
C -1.59 4.71 -0.96
C -2.07 3.87 -1.97
C -2.13 2.52 -1.74
N -1.73 1.96 -0.56
C -1.13 0.70 3.55
C -1.07 1.42 4.73
C -0.97 0.70 5.91
C -0.97 -0.70 5.91
C -1.07 -1.42 4.73
C -1.12 -0.70 3.55
H -2.38 -4.25 -2.93
H -1.48 -5.77 -1.14
H -0.94 -4.77 1.09
H -2.47 -1.84 -2.51
H -0.95 4.77 1.09
H -1.49 5.77 -1.14
H -2.39 4.26 -2.93
H -2.48 1.84 -2.51
H -1.10 2.50 4.73
H -0.90 1.22 6.85
H -0.90 -1.22 6.85
H -1.09 -2.50 4.73
O -0.54 0.01 -2.56
N 0.67 0.00 -3.05
N 1.55 0.00 -2.15
O 1.21 -0.01 -0.87
C 2.93 0.00 -2.49
C 3.31 0.00 -3.83
C 4.66 -0.01 -4.14
C 5.61 -0.01 -3.12
C 5.21 -0.01 -1.79
C 3.87 0.00 -1.47
H 2.57 0.00 -4.62
H 4.96 -0.01 -5.17
H 6.66 -0.01 -3.37
H 5.95 -0.01 -1.00
H 3.55 0.00 -0.44



A molecular structure, C24H18BrN3O4Se3SnTe, computed with wB97M-V/def2-TZVPD.

- total energy (eV) = -317046.5873
- HOMO level (eV) = -7.64
- 2S+1 = 1
- energy above the lowest of the compared OMol25 structures with the same formula, charge and spin (kJ/mol) = 20.47
- lowest unoccupied orbital energy (eV) = -1.32
- max |F| (eV/Å) = 0.5

Atoms and positions in Å:
Sn 2.06 1.73 0.50
Se -0.03 3.98 2.99
Se -1.59 5.76 2.80
Te -1.31 5.41 0.30
Se -0.98 2.99 1.05
C -1.04 0.78 6.69
O 0.01 -0.17 6.65
C 0.79 -0.20 5.54
C 1.87 -1.09 5.59
C 2.70 -1.18 4.50
C 2.52 -0.38 3.35
C 3.50 -0.44 2.28
C 4.27 -1.69 2.00
O 3.71 0.53 1.53
C 1.41 0.51 3.31
O 1.09 1.24 2.27
C 0.56 0.57 4.42
H -1.46 0.72 7.68
H -1.81 0.55 5.95
H -0.66 1.79 6.51
H 2.03 -1.69 6.48
H 3.54 -1.85 4.55
H 4.39 -2.35 2.85
H 5.23 -1.44 1.55
H 3.68 -2.22 1.25
H -0.30 1.23 4.36
Br -6.08 0.26 -2.37
C -4.59 -0.46 -3.28
C -3.75 -1.35 -2.61
C -2.65 -1.87 -3.26
C -2.39 -1.50 -4.58
C -3.27 -0.66 -5.25
C -4.36 -0.12 -4.60
N -1.33 -2.08 -5.37
N -0.17 -2.18 -4.99
C 0.29 -1.59 -3.76
C 0.93 -2.41 -2.87
C 1.36 -1.96 -1.62
C 1.20 -0.64 -1.25
O 1.55 -0.20 -0.06
C 0.64 0.26 -2.22
N 0.61 1.57 -1.87
C 0.18 2.45 -2.74
C -0.25 2.10 -4.03
C -0.24 0.79 -4.40
C 0.20 -0.20 -3.48
H -3.96 -1.63 -1.59
H -2.00 -2.56 -2.75
H -3.08 -0.43 -6.29
H -5.03 0.55 -5.11
H 1.06 -3.45 -3.14
H 1.82 -2.64 -0.92
H 0.20 3.49 -2.42
H -0.57 2.87 -4.72
H -0.53 0.50 -5.40



A single C24H18ClN5OS molecule, computed with wB97M-V/def2-TZVPD.

- total energy (eV) = -58037.0905
- HOMO level (eV) = -7.98
- SMILES = O=c1cc(CSc2nc(NCc3ccccc3)c3ccccc3n2)nc2ccc(Cl)cn12
- 2S+1 = 1
- lowest unoccupied orbital energy (eV) = -0.14
- max |F| (eV/Å) = 1.0

Atoms and positions in Å:
O -1.31 3.04 0.82
C -1.56 1.85 0.83
C -2.37 1.12 -0.08
C -2.45 -0.25 -0.01
C -2.99 -1.06 -1.14
S -1.80 -2.43 -1.52
C -0.31 -1.68 -0.96
N -0.16 -0.39 -1.28
C 0.88 0.25 -0.79
N 1.12 1.50 -1.23
C 0.31 2.20 -2.20
C -0.16 1.30 -3.31
C -1.49 1.29 -3.70
C -1.92 0.44 -4.71
C -1.02 -0.41 -5.33
C 0.31 -0.39 -4.96
C 0.74 0.46 -3.96
C 1.75 -0.38 0.16
C 2.74 0.25 0.92
C 3.52 -0.47 1.78
C 3.34 -1.85 1.92
C 2.36 -2.50 1.21
C 1.53 -1.78 0.33
N 0.51 -2.42 -0.28
N -1.95 -0.94 1.02
C -1.19 -0.34 1.89
C -0.53 -1.09 2.90
C 0.39 -0.52 3.72
C 0.66 0.86 3.57
Cl 1.85 1.61 4.57
C 0.00 1.59 2.64
N -0.92 1.02 1.82
H -2.83 1.67 -0.88
H -3.90 -1.58 -0.86
H -3.14 -0.46 -2.03
H 1.87 2.01 -0.80
H -0.55 2.67 -1.70
H 0.93 3.00 -2.62
H -2.20 1.95 -3.22
H -2.96 0.43 -5.00
H -1.36 -1.09 -6.10
H 1.02 -1.05 -5.45
H 1.78 0.47 -3.67
H 2.89 1.32 0.83
H 4.28 0.03 2.37
H 3.97 -2.40 2.60
H 2.19 -3.56 1.31
H -0.78 -2.14 2.94
H 0.91 -1.09 4.46
H 0.14 2.65 2.48



A molecular structure, C24H18LiO at a distorted geometry, computed with wB97M-V/def2-TZVPD.

- total energy (eV) = -27431.8685
- charge = -1
- HOMO level (eV) = -1.50
- 2S+1 = 1
- lowest unoccupied orbital energy (eV) = 1.90
- max |F| (eV/Å) = 2.4

Atoms and positions in Å:
C 1.38 3.09 0.75
Li -0.62 -0.62 -2.02
C 0.35 3.04 1.71
C -0.77 2.36 1.14
C -0.47 2.08 -0.24
C 0.90 2.48 -0.46
C 1.49 2.29 -1.72
C 0.69 1.85 -2.77
C -0.67 1.57 -2.59
C -1.25 1.61 -1.30
H 2.37 3.52 0.86
H 0.36 3.46 2.72
H -1.75 2.26 1.58
H 2.54 2.53 -1.84
H 1.12 1.80 -3.77
H -1.32 1.40 -3.45
H -2.31 1.43 -1.13
C 4.04 -2.64 -1.18
C 4.09 -1.57 -0.28
C 2.93 -1.11 0.33
C 1.68 -1.72 0.06
C 0.50 -1.18 0.68
O -0.65 -1.38 -0.06
C -1.92 -1.18 0.52
C -2.00 -0.41 1.68
C -3.30 -0.05 2.12
C -4.41 -0.51 1.43
C -4.27 -1.31 0.28
C -3.00 -1.64 -0.20
C -0.80 0.09 2.22
C 0.43 -0.40 1.80
C 1.66 -2.87 -0.78
C 2.82 -3.31 -1.40
H 4.95 -2.99 -1.67
H 5.04 -1.09 -0.06
H 2.95 -0.27 1.02
H -3.38 0.58 3.02
H -5.40 -0.26 1.80
H -5.16 -1.68 -0.23
H -2.86 -2.27 -1.08
H -0.85 0.63 3.16
H 1.36 -0.06 2.27
H 0.73 -3.42 -0.89
H 2.79 -4.17 -2.06



A molecular structure, C24H19B2ClF4IN6O9V at a distorted geometry, computed with wB97M-V/def2-TZVPD.

- total energy (eV) = -111107.9965
- charge = -1
- HOMO level (alpha / beta) (eV) = -5.30 / -5.30
- ⟨S²⟩ = 0.768
- 2S+1 = 2
- energy above the lowest of the compared OMol25 structures with the same formula, charge and spin (kJ/mol) = 50.33
- lowest unoccupied orbital energy (alpha / beta) (eV) = 0.14 / 0.34
- max |F| (eV/Å) = 4.1

Atoms and positions in Å:
V -0.39 0.86 0.39
C -1.01 -1.78 3.74
C -1.02 -1.02 2.46
N -0.49 0.13 2.30
O 0.03 0.73 3.38
B 1.20 1.67 3.17
F 2.25 1.00 2.59
F 1.48 2.17 4.41
O 0.76 2.84 2.32
N -0.23 2.58 1.45
C -0.99 3.55 1.09
C -0.78 4.95 1.54
C -2.09 3.17 0.16
N -2.19 1.91 -0.03
O -3.15 1.52 -0.89
B -3.67 0.14 -0.65
F -4.20 0.08 0.65
F -4.56 -0.15 -1.63
O -2.56 -0.89 -0.74
N -1.68 -0.70 0.28
C -1.78 -1.49 1.28
C -2.68 -2.67 1.34
C -2.98 4.15 -0.51
H -0.45 -1.23 4.49
H -0.54 -2.75 3.58
H -2.03 -1.95 4.10
H -0.14 4.97 2.42
H -1.73 5.44 1.75
H -0.28 5.50 0.73
H -3.12 -2.86 0.37
H -3.48 -2.48 2.06
H -2.12 -3.54 1.69
H -2.71 5.17 -0.27
H -4.02 3.96 -0.23
H -2.90 4.00 -1.59
Cl 6.31 -2.58 -0.42
C 4.78 -1.77 -0.24
C 4.70 -0.44 -0.52
C 3.47 0.25 -0.38
I 3.43 2.26 -0.86
C 2.36 -0.42 0.05
O 1.20 0.20 0.21
C 2.42 -1.81 0.36
N 1.30 -2.43 0.81
C 1.36 -3.70 1.07
C 2.52 -4.49 0.92
C 3.66 -3.88 0.49
C 3.64 -2.50 0.20
H 5.57 0.10 -0.86
H 0.44 -4.17 1.41
H 2.49 -5.55 1.14
H 4.58 -4.43 0.36
O -0.14 -0.36 -6.62
C 0.16 -1.21 -5.77
O 0.56 -2.38 -5.94
C 0.04 -0.76 -4.30
C 0.17 -1.68 -3.26
C 0.06 -1.26 -1.95
N -0.12 0.01 -1.61
C -0.21 0.90 -2.61
C -0.17 0.56 -3.94
C -0.22 2.30 -2.07
O -0.54 3.31 -2.67
O 0.22 2.30 -0.84
H 0.35 -2.71 -3.51
H 0.13 -1.97 -1.13
H -0.27 1.32 -4.71